C5H8O2 | ωB97M-V/def2-TZVPD

Structure (XYZ):
```
15
Properties=species:S:1:pos:R:3:forces:R:3:mulliken_charge:R:1
C -1.87726 -0.24985 -0.26166 -0.0154 0.0209 -0.0028 -1.25
C -0.73744 0.69875 0.04149 -0.2206 0.0288 -0.1393 0.27
O -0.27182 0.66243 1.42696 0.0783 -0.2733 0.1446 -0.43
C 1.09107 0.43841 1.01421 0.5334 -0.1296 -0.0212 -0.17
C 1.08452 -0.93834 0.33419 -0.2175 -0.0071 0.3290 -0.96
C 0.64540 0.30918 -0.39240 -0.3572 0.0369 -0.0162 0.43
O 1.22107 0.73233 -1.56845 0.0621 -0.2764 -0.1809 -0.53
H -1.54504 -1.29275 -0.21871 -0.0472 0.2084 0.0561 0.29
H -2.68894 -0.11664 0.45909 0.0724 0.0409 -0.0952 0.33
H -2.26916 -0.05365 -1.26530 0.0403 0.0008 0.1290 0.33
H -0.97798 1.72858 -0.24663 -0.0026 -0.0466 0.1834 0.36
H 1.85220 0.91306 1.62026 0.0862 0.0544 -0.3684 0.43
H 1.76489 -1.53431 -0.25099 1.3390 0.5557 0.3375 0.30
H 0.51634 -1.61455 0.93361 -1.2316 -0.3198 -0.2694 0.28
H 2.06967 0.28190 -1.66985 -0.1196 0.1060 -0.0863 0.32
```
Positions in Å, forces in eV/Å.

Computed properties:
SMILES = C[C@H]1O[C@H]2C[C@]21O
E_LUMO = 0.82 eV
total charge = 0
gap between HOMO and LUMO = 0.36532 Ha

C5H8O2 | ωB97M-V/def2-TZVPD

Structure (XYZ):
```
15
Properties=species:S:1:pos:R:3:forces:R:3:mulliken_charge:R:1
C 1.68132 -0.55941 0.20805 0.0132 -0.1635 -0.0790 -1.33
C 0.43075 0.19949 0.60720 -0.0200 -0.1241 -0.0585 0.38
C -1.00401 -0.46588 0.44095 -0.0186 0.1035 0.3512 -0.46
O -1.08572 -1.67364 -0.24681 0.0230 0.0034 -0.2507 -0.56
C -1.42387 0.75877 -0.37901 -0.4014 0.0020 0.2374 -0.16
O -0.60182 0.68869 -1.53218 0.4408 -0.0753 0.0982 -0.46
C -0.06971 1.29799 -0.32341 0.2532 0.2716 -0.1669 -0.49
H 2.57547 0.07175 0.15822 -0.2473 0.1221 0.1044 0.36
H 1.56126 -1.00630 -0.77682 -0.0354 -0.0599 -0.0693 0.29
H 1.89747 -1.36405 0.91029 -0.0628 -0.0480 0.0146 0.35
H 0.49662 0.54119 1.64971 0.0401 0.2020 -0.3314 0.36
H -1.53234 -0.57857 1.38859 0.0970 0.0098 -0.0369 0.43
H -0.83214 -1.44396 -1.15398 0.0032 -0.2502 0.0136 0.40
H -2.38632 1.24538 -0.46751 0.0257 -0.0427 -0.0161 0.44
H 0.30101 2.30187 -0.47781 -0.1106 0.0496 0.1896 0.45
```
Positions in Å, forces in eV/Å.

Computed properties:
SMILES = C[C@@H]1[C@H](O)[C@@H]2O[C@H]12
E_LUMO = 1.03 eV
total charge = 0
gap between HOMO and LUMO = 0.39746 Ha

C5H8O2 | ωB97M-V/def2-TZVPD

Structure (XYZ):
```
15
Properties=species:S:1:pos:R:3:forces:R:3:mulliken_charge:R:1
O -2.04343 0.93124 0.60336 -0.1162 0.2629 -0.2256 -0.56
C -1.19449 -0.18206 0.55171 -0.1384 -0.4901 0.3042 -0.07
C 0.29272 0.09087 0.92788 -0.2137 0.0932 0.2790 -0.82
C 0.59428 -0.00149 -0.55314 -0.6769 0.2953 0.2763 1.15
C 1.83758 -0.04776 -1.25910 -0.4727 1.0026 -0.1210 -0.81
O 0.71939 1.27802 -1.15342 3.0887 -2.2684 -0.8712 -0.54
C -0.73761 -0.64814 -0.86493 -0.4003 0.0159 0.0378 -0.91
H -1.74879 1.58372 -0.04217 0.0633 0.0401 0.0316 0.35
H -1.70370 -0.93438 1.14878 0.1208 -0.1334 0.0268 0.43
H 0.49098 1.08594 1.34099 -0.0403 -0.2163 -0.0281 0.31
H 0.74216 -0.67102 1.56408 -0.0472 -0.1093 -0.0738 0.31
H 2.79682 0.02169 -0.71914 -0.7388 0.7111 -0.2228 0.27
H 1.93329 -0.59238 -2.21472 -0.4882 0.9128 0.2914 0.27
H -1.25007 -0.17749 -1.71049 0.0266 -0.1091 0.1378 0.31
H -0.72725 -1.72947 -1.00349 0.0333 -0.0072 0.1577 0.32
```
Positions in Å, forces in eV/Å.

Computed properties:
SMILES = O[C@H]1C[C@]2(CO2)C1
E_LUMO = 0.73 eV
total charge = 0
gap between HOMO and LUMO = 0.39459 Ha

C5H8O2 | ωB97M-V/def2-TZVPD

Structure (XYZ):
```
15
Properties=species:S:1:pos:R:3:forces:R:3:mulliken_charge:R:1
C 0.72663 0.17200 1.28970 0.4350 -1.9556 2.3058 -1.04
C 0.40464 -0.50312 0.01557 0.2846 1.5254 -0.6056 1.07
O 1.22529 -1.58381 -0.03607 0.4573 -1.0105 2.6529 -0.62
C -1.07048 -0.55422 -0.44855 -0.0810 -0.1540 0.1463 -0.83
C -0.99767 0.85265 -1.07990 -0.0888 0.1724 0.0001 -0.38
C 0.51847 0.84806 -0.93444 0.5911 -1.1001 -0.7805 0.12
O 1.41923 1.47011 -1.41092 -0.5524 -0.2510 0.4579 -0.53
H 1.03882 -1.04576 2.00986 -1.3956 3.4069 -0.0898 0.14
H 1.74104 0.57655 1.28503 -0.2406 0.1130 -0.0789 0.39
H -0.01857 0.88430 1.68403 0.3790 -0.5582 0.3365 0.32
H 1.33519 -1.73153 1.14387 -0.0025 -0.2034 -4.5073 0.24
H -1.18739 -1.34174 -1.19776 0.0248 0.1225 0.1195 0.29
H -1.82321 -0.67815 0.33402 0.1094 -0.0521 -0.0518 0.28
H -1.32835 0.95746 -2.11747 0.0279 -0.0029 0.1784 0.30
H -1.46385 1.63652 -0.47471 0.0516 -0.0524 -0.0836 0.23
```
Positions in Å, forces in eV/Å.

Computed properties:
E_LUMO = 0.43 eV
total charge = 0
gap between HOMO and LUMO = 0.35388 Ha

C5H8O2 | ωB97M-V/def2-TZVPD

Structure (XYZ):
```
15
Properties=species:S:1:pos:R:3:forces:R:3:mulliken_charge:R:1
C 1.68261 -0.13886 0.70293 -0.0344 -0.0191 0.0400 -1.59
C 0.30754 0.10756 0.10786 0.0675 -0.2086 0.2379 1.88
C -0.26097 -1.08728 -0.73230 0.1563 0.0186 -0.2271 -0.87
C -0.85725 0.51077 0.97888 0.0816 0.3143 -0.2867 -0.97
O -1.19376 -1.89021 -0.04869 -0.1785 -0.1409 -0.0545 -0.47
C -0.98813 1.58136 -0.04831 -0.1395 0.1329 0.2158 -0.14
O 0.26360 1.32538 -0.69060 0.0674 0.0201 -0.1599 -0.51
H 2.42781 -0.14623 -0.10138 -0.1884 -0.0244 0.0819 0.37
H 1.70733 -1.10219 1.22009 -0.0673 0.1273 -0.0546 0.36
H 1.95465 0.65140 1.40816 -0.0707 -0.1077 -0.0990 0.37
H -0.67664 -0.64349 -1.64927 0.0195 -0.0673 0.1566 0.32
H 0.54895 -1.76396 -1.01590 0.0171 0.1861 0.0005 0.33
H -1.92499 -1.33337 0.25303 0.1391 -0.2429 0.1014 0.37
H -1.85371 1.32239 -0.69229 0.0585 0.0534 0.1261 0.21
H -1.13704 2.60672 0.30779 0.0720 -0.0418 -0.0785 0.35
```
Positions in Å, forces in eV/Å.

Computed properties:
E_LUMO = -0.70 eV
total charge = 0
gap between HOMO and LUMO = 0.30983 Ha

C5H8O2 | ωB97M-V/def2-TZVPD

Structure (XYZ):
```
15
Properties=species:S:1:pos:R:3:forces:R:3:mulliken_charge:R:1
C -1.22706 0.56205 -1.38649 0.1620 0.1614 0.1441 -1.22
C -0.65913 -0.17865 -0.17070 0.3308 0.3498 0.1650 0.25
C 0.05253 0.39460 1.16191 -0.5533 -0.1903 -0.0021 -0.25
O 0.77800 1.57134 1.03480 0.0784 0.0671 0.0587 -0.58
C 1.00021 -0.83950 1.07157 -0.1385 -0.0677 0.3910 -0.17
O 1.88053 -0.40877 0.06069 -0.3798 -0.1005 -0.5746 -0.53
C 0.57574 -1.05142 -0.30979 0.2474 -0.1647 -0.2115 -0.47
H -0.90879 0.06984 -2.31717 0.0341 0.0979 0.2714 0.28
H -0.87753 1.59351 -1.42126 0.0244 0.0469 -0.0426 0.33
H -2.32522 0.56706 -1.41161 0.3031 0.0619 0.2237 0.32
H -1.45620 -0.78449 0.28931 0.3752 -0.2757 -0.3746 0.30
H -0.60683 0.45668 2.02922 0.0385 0.0140 -0.1404 0.43
H 1.59184 1.26431 0.57864 -0.3250 0.4682 0.0098 0.38
H 1.33025 -1.52230 1.85057 0.0874 0.1785 -0.1875 0.42
H 0.79819 -1.78203 -1.06851 -0.2847 -0.6469 0.2696 0.51
```
Positions in Å, forces in eV/Å.

Computed properties:
SMILES = C[C@@H]1[C@H](O)[C@@H]2O[C@H]12
E_LUMO = 1.01 eV
total charge = 0
gap between HOMO and LUMO = 0.38902 Ha

C5H8O2 | ωB97M-V/def2-TZVPD

Structure (XYZ):
```
15
Properties=species:S:1:pos:R:3:forces:R:3:mulliken_charge:R:1
C 1.93088 -0.86803 0.04566 -0.0215 0.1072 0.1646 -0.79
C 1.14249 -0.26883 0.92645 0.1355 -0.3133 -0.1840 0.02
O 0.86925 1.07920 0.84120 0.0509 0.0178 -0.0403 -0.41
C -0.47886 1.38286 0.63755 -0.1497 0.1107 0.1624 -0.12
C -1.06999 1.29338 -0.80007 -0.0853 -0.0181 -0.1516 -0.54
C -1.48959 0.36520 0.26028 -0.1726 -0.3608 0.1435 0.44
O -2.11757 -0.60687 0.57446 0.3096 0.5720 -0.1691 -0.48
H 2.35537 -0.31838 -0.78933 -0.0334 -0.0414 0.1465 0.27
H 2.16884 -1.92086 0.14750 -0.0352 0.1505 0.0448 0.32
H 0.66952 -0.78370 1.76438 0.0576 0.0939 -0.1677 0.39
H -0.80062 2.23879 1.22743 0.0004 -0.1214 -0.0834 0.40
H -1.71917 2.09519 -1.14763 0.1322 -0.0970 0.1061 0.29
H -0.40392 0.87668 -1.55647 -0.1416 -0.0229 0.1034 0.22
H -0.17810 -2.34098 -1.13956 -0.0925 -0.0347 -0.0201 -0.02
H -0.89852 -2.33020 -0.95544 0.0455 -0.0426 -0.0552 0.02
```
Positions in Å, forces in eV/Å.

Computed properties:
SMILES = C=CO[C@H]1CC1=O.[H][H]
E_LUMO = 0.54 eV
total charge = 0
gap between HOMO and LUMO = 0.36844 Ha

C5H8O2 | ωB97M-V/def2-TZVPD

Structure (XYZ):
```
15
Properties=species:S:1:pos:R:3:forces:R:3:mulliken_charge:R:1
C 1.57743 -0.80434 -0.96495 0.3021 0.4242 0.6714 -1.12
C 0.15722 -0.99659 -0.51701 -1.7923 -1.4981 -2.5418 0.72
O -0.38317 -1.99837 -0.16803 0.6134 1.2717 0.1709 -0.43
H -0.66691 -0.15732 -1.31765 0.9495 -0.9985 0.5889 0.02
H 1.70563 0.13188 -1.50476 -0.0566 -0.0744 0.0035 0.32
H 1.86621 -1.65576 -1.58298 -0.2182 0.0580 0.0002 0.36
H 2.22150 -0.79075 -0.08303 0.0348 -0.0238 -0.0511 0.34
C -1.29467 0.85272 -0.55806 0.4762 1.2781 3.6062 0.13
C -0.19416 0.74109 0.71171 -1.7808 0.8384 -0.3101 -0.47
C -0.64903 0.43038 1.92848 0.3635 -0.0870 -0.3676 -0.61
O -2.48593 0.68050 -0.30616 0.9481 -0.5877 -0.7569 -0.55
H -0.92267 1.75225 -1.08635 0.0081 -0.5600 -0.8852 0.32
H 0.74417 1.27087 0.57731 0.1533 -0.1667 0.0143 0.44
H -0.02677 0.51590 2.81212 -0.0335 0.0919 -0.0190 0.27
H -1.64887 0.02754 2.05936 0.0323 0.0338 -0.1238 0.27
```
Positions in Å, forces in eV/Å.

Computed properties:
E_LUMO = -0.31 eV
total charge = 0
gap between HOMO and LUMO = 0.32417 Ha

C5H8O2 | ωB97M-V/def2-TZVPD

Structure (XYZ):
```
15
Properties=species:S:1:pos:R:3:forces:R:3:mulliken_charge:R:1
C 1.67060 -0.57810 0.20415 0.0095 0.0722 -0.0460 -1.28
C 0.45485 0.25370 0.56371 0.0648 -0.1074 0.0978 0.27
C -0.94441 -0.46424 0.48376 -0.1026 0.2033 0.1283 -0.33
O -1.01399 -1.65995 -0.24292 -0.0062 0.0072 -0.0875 -0.57
C -1.44602 0.73128 -0.33792 -0.1460 -0.0621 -0.0614 -0.32
O -0.62561 0.67505 -1.52654 -0.1458 -0.1579 -0.0965 -0.46
C -0.09517 1.32521 -0.37886 0.2355 0.1802 0.2514 -0.37
H 2.58548 0.02435 0.18361 -0.1344 -0.0743 0.0124 0.37
H 1.54019 -1.04583 -0.77623 0.0589 0.0630 0.1400 0.26
H 1.79796 -1.37867 0.94443 0.0066 0.1575 -0.1982 0.34
H 0.55235 0.70950 1.55663 0.0355 -0.1390 -0.0752 0.39
H -1.39227 -0.62492 1.47387 -0.0029 0.0889 -0.3912 0.44
H -0.88963 -1.38511 -1.16763 0.0838 -0.2708 0.2087 0.40
H -2.47010 1.07532 -0.47408 0.3795 0.2372 0.0911 0.43
H 0.27576 2.34238 -0.50599 -0.3362 -0.1982 0.0261 0.43
```
Positions in Å, forces in eV/Å.

Computed properties:
SMILES = C[C@@H]1[C@H](O)[C@@H]2O[C@H]12
E_LUMO = 1.03 eV
total charge = 0
gap between HOMO and LUMO = 0.39629 Ha

C5H8O2 | ωB97M-V/def2-TZVPD

Structure (XYZ):
```
15
Properties=species:S:1:pos:R:3:forces:R:3:mulliken_charge:R:1
C 1.38188 1.05740 0.61082 -0.2100 0.0205 0.1184 -1.42
C 0.32947 -0.01688 0.30196 -0.0789 0.1747 -0.0325 1.04
O 0.73863 -1.26948 0.82543 0.2875 -0.2200 -0.1715 -0.57
C -1.28526 -0.18275 0.43431 0.1297 0.2137 0.3197 -0.77
C -1.33848 -0.74419 -1.01988 0.0307 0.0136 -0.1592 -0.56
C -0.06254 0.03667 -1.18226 0.1189 0.1380 -0.5697 0.26
O 0.21763 0.89650 -1.98189 0.0916 -0.5382 0.1516 -0.58
H 1.44423 1.40048 1.64533 -0.2442 -0.1201 -0.0352 0.34
H 2.35804 0.60338 0.35876 -0.3250 0.0816 0.0786 0.39
H 1.29970 1.91082 -0.06735 -0.2283 -0.0971 0.2252 0.35
H 1.66961 -1.21603 1.06682 -0.0472 -0.0346 -0.1682 0.33
H -1.50385 -0.92192 1.20688 0.0635 0.2198 -0.0580 0.33
H -1.92493 0.69580 0.54627 0.4413 0.0798 0.0078 0.30
H -1.18934 -1.82578 -1.05153 -0.0457 0.1614 0.0873 0.24
H -2.13478 -0.42402 -1.69369 0.0161 -0.0931 0.2058 0.34
```
Positions in Å, forces in eV/Å.

Computed properties:
E_LUMO = 0.80 eV
total charge = 0
gap between HOMO and LUMO = 0.36619 Ha